Density functional theory data (the ωB97M-V functional and the def2-TZVPD basis) for a molecular structure, C40H29BrGeN5OS3Tl.

## Properties
<S²> ... 0.793
HOMO-LUMO gap (spin up / spin down) ... 0.21479 / 0.13075 Ha
Max |F| ... 0.9 eV Å⁻¹

```
! wB97M-V def2-TZVPD RIJCOSX def2/J DEFGRID3
* xyz 1 2
Tl -1.84 0.08 0.65
Br 3.33 -3.73 3.45
C 3.10 -4.05 1.60
C 1.85 -4.42 1.13
C 1.66 -4.61 -0.23
C 2.73 -4.46 -1.11
C 3.99 -4.17 -0.61
C 4.18 -3.93 0.74
N 2.64 -4.73 -2.52
N 1.63 -4.45 -3.18
C 0.66 -3.54 -2.66
C -0.66 -3.85 -2.91
C -1.72 -3.14 -2.32
C -1.47 -2.06 -1.48
O -2.42 -1.38 -0.89
C -0.09 -1.68 -1.30
N 0.14 -0.61 -0.50
C 1.37 -0.15 -0.34
C 2.45 -0.69 -1.04
C 2.24 -1.79 -1.83
C 0.96 -2.36 -1.93
H 1.02 -4.55 1.82
H 0.69 -4.91 -0.59
H 4.82 -4.11 -1.30
H 5.16 -3.68 1.13
H -0.87 -4.72 -3.51
H -2.74 -3.43 -2.49
H 1.50 0.69 0.33
H 3.44 -0.25 -0.94
H 3.06 -2.21 -2.40
S -0.22 -0.99 7.77
C -0.53 -1.13 6.18
S -2.06 -1.67 5.56
C -1.54 -1.37 3.94
N -0.28 -0.90 3.88
N 0.27 -0.80 5.08
C 1.65 -0.38 5.08
C 2.09 0.37 4.00
C 3.42 0.76 3.95
C 4.30 0.41 4.96
C 3.84 -0.35 6.03
C 2.52 -0.76 6.10
S -2.47 -1.70 2.60
H 1.41 0.64 3.22
H 3.77 1.34 3.11
H 5.33 0.72 4.92
H 4.52 -0.63 6.82
H 2.19 -1.37 6.92
C -4.94 1.82 -0.10
Ge -3.14 2.10 -0.73
C -2.29 3.68 0.00
C -2.87 4.89 -0.39
C -2.37 6.09 0.07
C -1.28 6.11 0.92
C -0.69 4.92 1.32
C -1.19 3.71 0.86
C -2.91 1.79 -2.60
C -4.07 1.65 -3.32
C -4.03 1.54 -4.73
C -2.83 1.57 -5.38
C -1.61 1.69 -4.66
C -0.37 1.71 -5.34
C 0.80 1.82 -4.64
C 0.78 1.92 -3.24
C -0.41 1.91 -2.56
C -1.64 1.80 -3.25
H -5.57 2.63 -0.48
H -4.97 1.83 0.98
H -5.33 0.87 -0.46
H -3.72 4.89 -1.06
H -2.83 7.02 -0.24
H -0.89 7.05 1.29
H 0.17 4.93 1.98
H -0.72 2.78 1.18
H -5.03 1.61 -2.82
H -4.95 1.43 -5.28
H -2.79 1.48 -6.46
H -0.36 1.63 -6.42
H 1.75 1.83 -5.17
H 1.71 2.00 -2.69
H -0.42 1.97 -1.48
*
```

Mulliken population analysis, charges in e, atoms 1 to 5: 0.75, -0.18, 0.20, -0.56, -0.07